Here is a cluster of 11 separate species, C32H90N4O19 in total from the OMol25 dataset. Energies are from wB97M-V/def2-TZVPD.

Element x y z (Å)
1 C -0.346 -3.974 -2.712
2 C -0.805 -4.708 -1.452
3 C -0.300 -6.140 -1.414
4 O -0.673 -6.871 -0.244
5 C 0.165 -7.992 -0.027
6 N -0.211 -3.946 -0.363
7 H -0.533 -4.566 -3.608
8 H 0.698 -3.680 -2.607
9 H -0.987 -3.092 -2.739
10 H -1.885 -4.805 -1.341
11 H 0.783 -6.042 -1.338
12 H -0.609 -6.648 -2.327
13 H 0.994 -7.639 0.587
14 H 0.481 -8.455 -0.961
15 H -0.279 -8.777 0.585
16 H -0.716 -3.072 -0.394
17 H -0.519 -4.422 0.473
18 C -4.648 3.986 0.506
19 C -3.510 4.449 1.339
20 C -3.045 3.296 2.349
21 O -2.123 3.900 3.202
22 C -2.758 4.634 4.199
23 N -2.419 4.820 0.439
24 H -4.523 3.031 -0.006
25 H -4.913 4.668 -0.302
26 H -5.574 3.781 1.044
27 H -3.766 5.302 1.968
28 H -2.558 2.593 1.673
29 H -3.781 2.702 2.890
30 H -3.584 4.082 4.646
31 H -3.064 5.658 3.986
32 H -2.074 4.777 5.036
33 H -2.843 5.410 -0.263
34 H -2.057 4.006 -0.038
35 C -2.755 -4.560 4.361
36 C -2.924 -3.410 3.417
37 C -2.344 -1.966 3.886
38 O -2.847 -1.768 5.115
39 C -2.512 -0.520 5.709
40 N -2.090 -3.850 2.331
41 H -1.755 -4.856 4.678
42 H -3.307 -5.438 4.024
43 H -3.245 -4.211 5.269
44 H -4.005 -3.351 3.285
45 H -2.535 -1.217 3.117
46 H -1.276 -2.035 4.092
47 H -3.213 -0.148 6.455
48 H -2.414 0.303 5.001
49 H -1.519 -0.542 6.158
50 H -2.594 -4.637 1.948
51 H -1.214 -4.261 2.619
52 C -4.341 0.784 -3.511
53 C -2.820 0.822 -3.153
54 O -2.737 1.266 -1.754
55 O -5.027 1.977 -3.197
56 H -4.823 -0.045 -2.993
57 H -4.409 0.643 -4.590
58 H -2.495 1.572 -3.873
59 H -2.394 -0.168 -3.318
60 H -3.346 1.999 -1.642
61 H -5.950 1.778 -3.366
62 C 0.837 -0.383 -0.200
63 C -0.480 -0.574 0.620
64 O -1.635 -0.853 -0.184
65 O 1.417 -1.593 -0.632
66 H 1.487 0.061 0.555
67 H 0.666 0.290 -1.041
68 H -0.692 0.355 1.148
69 H -0.374 -1.398 1.326
70 H -2.044 -0.080 -0.581
71 H 0.795 -2.174 -1.074
72 C 4.022 -3.117 2.647
73 C 2.826 -2.217 3.089
74 O 2.150 -2.855 4.185
75 O 5.026 -3.107 3.676
76 H 4.456 -2.704 1.736
77 H 3.747 -4.148 2.424
78 H 2.054 -2.083 2.331
79 H 3.141 -1.185 3.242
80 H 2.766 -2.867 4.921
81 H 5.865 -2.891 3.264
82 C -4.583 -2.880 -0.159
83 C -5.988 -2.840 -0.715
84 O -6.277 -1.485 -0.544
85 O -3.601 -2.271 -1.098
86 H -4.195 -3.868 0.089
87 H -4.470 -2.453 0.838
88 H -6.619 -3.290 0.051
89 H -6.119 -3.192 -1.738
90 H -5.458 -1.017 -0.721
91 H -2.780 -2.048 -0.654
92 C 0.920 2.716 3.542
93 C 1.311 4.223 3.380
94 O 0.349 4.859 2.645
95 O -0.287 2.545 4.166
96 H 1.617 2.090 4.099
97 H 0.812 2.289 2.546
98 H 2.264 4.383 2.877
99 H 1.197 4.750 4.328
100 H -0.557 4.733 2.936
101 H -0.899 2.995 3.580
102 C 3.759 2.295 1.235
103 C 4.188 1.009 1.920
104 O 3.869 -0.150 1.030
105 O 4.691 2.433 0.171
106 H 3.958 3.201 1.807
107 H 2.708 2.260 0.948
108 H 3.735 0.959 2.910
109 H 5.262 1.116 2.073
110 H 4.186 0.075 0.152
111 H 4.361 3.058 -0.478
112 C 5.006 -1.477 -2.281
113 C 4.157 -0.729 -3.235
114 O 3.964 -1.219 -4.528
115 O 6.319 -1.697 -2.746
116 H 4.688 -2.415 -1.825
117 H 5.026 -0.744 -1.475
118 H 4.451 0.318 -3.309
119 H 3.216 -0.482 -2.743
120 H 4.789 -1.628 -4.799
121 H 6.729 -2.438 -2.293
122 C 5.848 3.974 -6.257
123 O 4.566 3.864 -5.702
124 C 4.359 2.603 -4.950
125 C 3.013 2.566 -4.263
126 N 1.918 3.056 -5.147
127 C 0.610 2.780 -4.448
128 C 0.322 3.527 -3.222
129 O 1.088 3.052 -2.186
130 C 0.909 3.747 -0.965
131 H 6.125 3.124 -6.881
132 H 6.503 4.308 -5.453
133 H 5.611 4.837 -6.880
134 H 5.127 2.334 -4.225
135 H 4.307 1.738 -5.611
136 H 3.177 3.264 -3.441
137 H 2.744 1.588 -3.863
138 H 2.078 4.042 -5.296
139 H 0.683 1.715 -4.227
140 H -0.246 3.016 -5.080
141 H -0.748 3.477 -3.019
142 H 0.600 4.550 -3.475
143 H 0.200 4.575 -0.973
144 H 1.781 4.272 -0.576
145 H 0.570 3.102 -0.155

Calculated values
SMILES: COC[C@H](C)N.COC[C@H](C)N.COC[C@H](C)N.COCCNCCOC.OCCO.OCCO.OCCO.OCCO.OCCO.OCCO.OCCO
E_HOMO: -8.6 eV
Kohn-Sham gap: 8.972 eV
LUMO: 0.4 eV

Atomic partial charges in e from the Mulliken method, atoms 1 to 99: number 1, C, carries -1.36; number 2, C, carries 1.51; number 3, C, carries -1.10; number 4, O, carries -0.32; number 5, C, carries -0.76; number 6, N, carries -0.28; number 7, H, carries 0.53; number 8, H, carries 0.25; number 9, H, carries 0.05; number 10, H, carries -0.02; number 11, H, carries 0.45; number 12, H, carries 0.33; number 13, H, carries 0.31; number 14, H, carries 0.30; number 15, H, carries 0.25; number 16, H, carries -0.48; number 17, H, carries 0.16; number 18, C, carries -1.48; number 19, C, carries 0.60; number 20, C, carries -0.41; number 21, O, carries -0.12; number 22, C, carries -1.12; number 23, N, carries -0.49; number 24, H, carries 0.15; number 25, H, carries 0.46; number 26, H, carries 0.41; number 27, H, carries 0.20; number 28, H, carries -0.29; number 29, H, carries 0.44; number 30, H, carries 0.40; number 31, H, carries 0.34; number 32, H, carries 0.35; number 33, H, carries 0.32; number 34, H, carries 0.05; number 35, C, carries -1.77; number 36, C, carries 0.24; number 37, C, carries -0.26; number 38, O, carries -0.43; number 39, C, carries -0.50; number 40, N, carries -0.28; number 41, H, carries 0.39; number 42, H, carries 0.44; number 43, H, carries 0.43; number 44, H, carries 0.26; number 45, H, carries 0.16; number 46, H, carries 0.25; number 47, H, carries 0.32; number 48, H, carries -0.03; number 49, H, carries 0.33; number 50, H, carries 0.23; number 51, H, carries 0.27; number 52, C, carries -0.68; number 53, C, carries -0.13; number 54, O, carries -0.04; number 55, O, carries -0.53; number 56, H, carries 0.25; number 57, H, carries 0.44; number 58, H, carries -0.01; number 59, H, carries 0.35; number 60, H, carries 0.00; number 61, H, carries 0.31; number 62, C, carries 0.68; number 63, C, carries -0.72; number 64, O, carries 0.08; number 65, O, carries -0.20; number 66, H, carries -0.10; number 67, H, carries 0.13; number 68, H, carries 0.03; number 69, H, carries 0.17; number 70, H, carries -0.09; number 71, H, carries 0.12; number 72, C, carries -0.16; number 73, C, carries 0.56; number 74, O, carries -0.53; number 75, O, carries -0.57; number 76, H, carries 0.07; number 77, H, carries 0.32; number 78, H, carries -0.17; number 79, H, carries -0.25; number 80, H, carries 0.34; number 81, H, carries 0.32; number 82, C, carries -0.54; number 83, C, carries -0.35; number 84, O, carries -0.55; number 85, O, carries -0.43; number 86, H, carries 0.33; number 87, H, carries 0.34; number 88, H, carries 0.34; number 89, H, carries 0.24; number 90, H, carries 0.28; number 91, H, carries 0.44; number 92, C, carries 0.21; number 93, C, carries -0.30; number 94, O, carries -0.66; number 95, O, carries -0.61; number 96, H, carries 0.34; number 97, H, carries -0.21; number 98, H, carries 0.16; number 99, H, carries 0.31

=====

Here is a cluster of 16 separate species, C32H96O16S16 in total from the OMol25 dataset. Energies are from wB97M-V/def2-TZVPD.

Element x y z (Å)
1 C 3.077 -4.599 1.183
2 S 3.905 -5.747 2.419
3 O 4.348 -4.854 3.509
4 C 2.209 -6.458 2.709
5 H 2.364 -5.202 0.675
6 H 3.763 -4.073 0.554
7 H 2.477 -3.889 1.763
8 H 1.405 -5.754 2.911
9 H 2.340 -7.147 3.568
10 H 1.917 -6.996 1.806
11 C 2.312 -0.841 -5.085
12 S 2.237 -0.091 -3.419
13 O 3.177 0.989 -3.430
14 C 0.554 0.596 -3.865
15 H 2.406 -0.027 -5.827
16 H 1.464 -1.457 -5.246
17 H 3.147 -1.505 -5.190
18 H 0.218 1.161 -3.018
19 H -0.121 -0.248 -3.986
20 H 0.775 1.202 -4.770
21 C 3.866 3.932 -2.601
22 S 3.566 5.418 -1.686
23 O 2.046 5.582 -1.628
24 C 4.089 4.753 -0.126
25 H 3.666 4.113 -3.671
26 H 3.258 3.121 -2.268
27 H 4.867 3.617 -2.447
28 H 3.279 4.255 0.455
29 H 4.404 5.636 0.495
30 H 4.978 4.074 -0.145
31 C -1.097 -1.548 4.557
32 S 0.194 -2.861 4.663
33 O 0.115 -3.566 3.342
34 C 1.552 -1.826 4.666
35 H -1.064 -0.976 3.624
36 H -1.042 -0.850 5.338
37 H -2.047 -2.087 4.551
38 H 1.538 -1.102 3.845
39 H 2.496 -2.387 4.659
40 H 1.572 -1.208 5.587
41 C -1.041 4.607 6.013
42 S -1.345 3.124 5.002
43 O -0.205 2.298 5.460
44 C -2.804 2.611 5.858
45 H -0.366 5.299 5.552
46 H -0.730 4.244 7.009
47 H -2.005 5.027 6.248
48 H -2.619 2.620 6.959
49 H -3.086 1.590 5.560
50 H -3.562 3.328 5.598
51 C 2.186 0.385 -0.192
52 S 1.687 -0.353 1.287
53 O 0.606 0.540 1.856
54 C 0.650 -1.610 0.578
55 H 2.760 -0.398 -0.677
56 H 2.875 1.226 -0.071
57 H 1.299 0.662 -0.797
58 H 1.157 -2.224 -0.208
59 H -0.168 -1.158 0.050
60 H 0.320 -2.294 1.363
61 C 2.648 2.365 4.253
62 S 4.424 2.505 3.827
63 O 4.428 2.728 2.334
64 C 4.859 4.034 4.663
65 H 2.073 3.267 4.007
66 H 2.551 2.323 5.353
67 H 2.215 1.461 3.879
68 H 5.261 3.861 5.672
69 H 4.011 4.650 4.723
70 H 5.666 4.489 4.107
71 C 6.343 -1.758 1.061
72 S 5.532 -1.788 -0.529
73 O 4.058 -1.985 -0.243
74 C 5.812 -0.115 -1.019
75 H 7.395 -1.753 0.973
76 H 5.989 -2.636 1.593
77 H 6.072 -0.885 1.702
78 H 6.870 0.066 -1.197
79 H 5.420 0.388 -0.180
80 H 5.329 0.092 -1.947
81 C -1.980 -4.732 -3.466
82 S -0.442 -3.781 -3.959
83 O -0.555 -2.366 -3.468
84 C 0.474 -4.781 -2.771
85 H -1.902 -4.888 -2.396
86 H -1.785 -5.690 -4.029
87 H -2.947 -4.251 -3.747
88 H 0.293 -5.800 -3.001
89 H 0.097 -4.568 -1.736
90 H 1.555 -4.605 -2.849
91 C -3.794 -3.584 1.350
92 S -3.197 -5.279 1.032
93 O -3.482 -5.534 -0.420
94 C -1.550 -4.781 1.168
95 H -4.258 -3.578 2.397
96 H -4.663 -3.383 0.680
97 H -2.976 -2.866 1.215
98 H -1.405 -3.959 0.527
99 H -0.871 -5.585 1.056
100 H -1.478 -4.447 2.204
101 C -2.515 3.449 -6.556
102 S -3.838 2.242 -6.086
103 O -3.156 1.034 -5.563
104 C -4.393 3.183 -4.712
105 H -3.008 4.402 -6.939
106 H -1.964 2.848 -7.283
107 H -1.970 3.646 -5.685
108 H -3.589 3.361 -3.977
109 H -5.169 2.607 -4.224
110 H -4.777 4.164 -5.023
111 C -2.802 0.198 -2.143
112 S -4.530 -0.218 -1.774
113 O -5.096 1.026 -1.095
114 C -5.074 -0.262 -3.501
115 H -2.644 1.110 -2.738
116 H -2.382 -0.628 -2.702
117 H -2.420 0.299 -1.167
118 H -5.471 -1.231 -3.663
119 H -4.220 -0.035 -4.047
120 H -5.821 0.478 -3.587
121 C -1.093 -9.595 -0.069
122 S -1.563 -7.904 -0.510
123 O -0.309 -7.153 -0.864
124 C -2.279 -8.309 -2.093
125 H -0.041 -9.723 -0.031
126 H -1.551 -10.418 -0.615
127 H -1.460 -9.723 0.943
128 H -2.808 -7.415 -2.408
129 H -2.966 -9.139 -2.040
130 H -1.370 -8.608 -2.670
131 C -3.443 1.897 2.020
132 S -4.543 0.362 2.180
133 O -4.397 0.032 3.621
134 C -6.119 1.378 2.178
135 H -2.443 1.543 2.196
136 H -3.691 2.619 2.805
137 H -3.638 2.302 1.037
138 H -6.053 2.183 1.536
139 H -6.218 1.725 3.220
140 H -6.965 0.711 1.988
141 C 0.037 6.773 1.160
142 S -0.595 5.310 1.904
143 O -1.759 4.997 1.101
144 C 0.768 4.203 1.417
145 H 0.958 7.132 1.610
146 H -0.691 7.602 1.226
147 H 0.229 6.422 0.154
148 H 1.717 4.502 1.959
149 H 0.911 4.160 0.298
150 H 0.450 3.179 1.708
151 C 0.050 6.197 -4.430
152 S -1.449 6.005 -3.433
153 O -2.450 5.405 -4.367
154 C -0.856 4.550 -2.629
155 H 0.761 6.739 -3.821
156 H -0.186 6.865 -5.289
157 H 0.434 5.218 -4.761
158 H -0.109 4.770 -1.819
159 H -0.571 3.884 -3.449
160 H -1.771 4.128 -2.231

Calculated values
ΔE to the lowest compared entry with this formula, charge and spin: 1.162 eV
E_HOMO: -8.4 eV
Kohn-Sham gap: 8.694 eV
LUMO: 0.3 eV

Atomic partial charges in e from the Mulliken method, atoms 1 to 99: number 1, C, carries -0.42; number 2, S, carries 0.40; number 3, O, carries -0.59; number 4, C, carries -0.65; number 5, H, carries 0.26; number 6, H, carries 0.21; number 7, H, carries 0.02; number 8, H, carries 0.05; number 9, H, carries 0.39; number 10, H, carries 0.31; number 11, C, carries -1.29; number 12, S, carries 0.95; number 13, O, carries -0.70; number 14, C, carries -0.89; number 15, H, carries 0.36; number 16, H, carries 0.38; number 17, H, carries 0.39; number 18, H, carries 0.13; number 19, H, carries 0.26; number 20, H, carries 0.47; number 21, C, carries -0.80; number 22, S, carries 0.21; number 23, O, carries -0.46; number 24, C, carries -0.42; number 25, H, carries 0.37; number 26, H, carries 0.05; number 27, H, carries 0.50; number 28, H, carries -0.25; number 29, H, carries 0.38; number 30, H, carries 0.34; number 31, C, carries -0.93; number 32, S, carries 0.24; number 33, O, carries -0.46; number 34, C, carries -0.36; number 35, H, carries 0.04; number 36, H, carries 0.56; number 37, H, carries 0.38; number 38, H, carries -0.21; number 39, H, carries 0.36; number 40, H, carries 0.45; number 41, C, carries -1.23; number 42, S, carries 1.01; number 43, O, carries -0.72; number 44, C, carries -1.22; number 45, H, carries 0.31; number 46, H, carries 0.36; number 47, H, carries 0.41; number 48, H, carries 0.41; number 49, H, carries 0.24; number 50, H, carries 0.43; number 51, C, carries 0.20; number 52, S, carries 0.31; number 53, O, carries -0.34; number 54, C, carries -0.63; number 55, H, carries -0.06; number 56, H, carries 0.07; number 57, H, carries -0.09; number 58, H, carries 0.39; number 59, H, carries 0.31; number 60, H, carries -0.21; number 61, C, carries -0.31; number 62, S, carries 0.43; number 63, O, carries -0.52; number 64, C, carries -1.04; number 65, H, carries -0.01; number 66, H, carries 0.51; number 67, H, carries -0.10; number 68, H, carries 0.35; number 69, H, carries 0.28; number 70, H, carries 0.36; number 71, C, carries -0.75; number 72, S, carries 0.36; number 73, O, carries -0.46; number 74, C, carries -0.54; number 75, H, carries 0.44; number 76, H, carries 0.21; number 77, H, carries 0.13; number 78, H, carries 0.49; number 79, H, carries -0.04; number 80, H, carries 0.22; number 81, C, carries -0.60; number 82, S, carries 0.22; number 83, O, carries -0.46; number 84, C, carries -0.82; number 85, H, carries -0.06; number 86, H, carries 0.36; number 87, H, carries 0.38; number 88, H, carries 0.52; number 89, H, carries -0.03; number 90, H, carries 0.42; number 91, C, carries -0.60; number 92, S, carries 0.30; number 93, O, carries -0.63; number 94, C, carries -0.22; number 95, H, carries 0.36; number 96, H, carries 0.42; number 97, H, carries 0.01; number 98, H, carries -0.17; number 99, H, carries 0.37